(1)
Molecular formula: C20H36F7O8P
Method: DFT, ωB97M-V with the def2-TZVPD basis set

Its structure (SMILES) is CCOP(=O)(CC[C@@]1(C(F)(F)C(F)(F)C(F)(F)F)COC(=O)O1)OCC.CCOCC.CCOCC. Its multiplicity is 1. The HOMO-LUMO gap comes out at 10.13 eV.

Positions of all 72 atoms, in Å:
C 4.7967 0.2503 -0.1400
C 3.4937 -0.5801 -0.0675
O 2.5664 -0.2083 -1.1112
P 1.6519 1.0791 -0.7200
O 2.1263 1.7098 0.5136
C -0.0439 0.4428 -0.4146
C -0.6801 1.0075 0.8815
C -2.2166 1.2644 0.7653
C -3.1178 0.0320 0.5496
F -3.6699 -0.2559 1.7381
F -2.4063 -1.0756 0.2232
C -4.2076 0.1754 -0.5364
F -3.7147 0.5926 -1.6871
F -5.1063 1.0440 -0.0601
C -5.0014 -1.1577 -0.8405
F -4.4888 -1.7147 -1.9201
F -5.0290 -1.9984 0.1588
F -6.2487 -0.8385 -1.1475
C -2.5199 2.0433 2.0718
O -3.6459 2.8216 1.6333
C -3.2067 3.3103 0.4255
O -3.4636 4.3082 -0.0596
O -2.3370 2.3706 -0.1286
O 1.7640 2.1018 -2.0092
C 0.5689 2.8859 -2.2027
C 0.3943 4.0119 -1.1292
H 5.6653 -0.3410 0.1739
H 4.6997 1.0977 0.5516
H 4.9270 0.6531 -1.1512
H 3.7853 -1.6186 -0.2923
H 3.0513 -0.6004 0.9339
H -0.7405 0.5583 -1.2554
H 0.0697 -0.6423 -0.2714
H -0.4816 0.3434 1.7369
H -0.2358 1.9670 1.1591
H -2.5805 1.4861 3.0112
H -1.7650 2.8148 2.3013
H 0.7202 3.4176 -3.1520
H -0.3425 2.2913 -2.3396
H 1.0221 3.8266 -0.2521
H -0.6765 4.0660 -0.9003
H 0.6758 4.9725 -1.5785
C 5.1460 -2.5305 -5.7318
C 5.3679 -1.8968 -4.3685
O 5.7100 -0.5240 -4.4246
C 4.7586 0.3357 -5.0309
C 3.4061 0.3322 -4.3406
H 6.0364 -2.4183 -6.3536
H 4.9244 -3.5936 -5.6239
H 4.3138 -2.0696 -6.2657
H 6.2035 -2.3972 -3.8767
H 4.4947 -2.0448 -3.7230
H 4.6555 0.0962 -6.0955
H 5.1821 1.3401 -4.9817
H 2.9386 -0.6537 -4.3723
H 2.7316 1.0383 -4.8284
H 3.4987 0.6164 -3.2966
C -2.0471 -2.8595 6.8593
C -2.5118 -1.5095 6.3403
O -2.1685 -1.2685 4.9858
C -2.6915 -2.1803 4.0328
C -4.2096 -2.2375 4.0067
H -0.9651 -2.9575 6.7510
H -2.3060 -2.9691 7.9134
H -2.5065 -3.6863 6.3159
H -2.0295 -0.7213 6.9198
H -3.5902 -1.3855 6.4866
H -2.2657 -3.1775 4.1886
H -2.3316 -1.8410 3.0613
H -4.6237 -2.5804 4.9559
H -4.5484 -2.9222 3.2277
H -4.6247 -1.2487 3.8069



(2)
Molecular formula: C21H16N4O8Sr
Method: DFT, ωB97M-V with the def2-TZVPD basis set

The energy above the lowest of the compared OMol25 structures with the same formula, charge and spin is 42.4 kcal/mol. Its multiplicity is 1. The HOMO-LUMO gap comes out at 7.76 eV.

Positions of all 50 atoms, in Å:
Sr 0.3444 -0.5408 1.1726
O -3.7332 0.9918 2.1726
C -2.5531 0.7854 1.9794
N -1.8496 -0.3862 2.0171
C -2.4874 -1.5801 2.2742
O -3.5779 -1.7933 2.7550
C -1.6754 -2.8205 1.8286
C -2.3837 -3.9067 1.3328
C -1.6836 -5.0030 0.8715
C -0.2964 -5.0056 0.9464
C 0.3285 -3.8988 1.4775
N -0.3357 -2.8168 1.9057
C -1.6971 2.0091 1.5650
C -2.3421 3.2310 1.4366
C -1.6163 4.3310 1.0241
C -0.2659 4.1836 0.7399
C 0.2986 2.9341 0.8963
N -0.3884 1.8640 1.3068
H -3.4622 -3.8547 1.3162
H -2.2102 -5.8513 0.4535
H 0.2896 -5.8454 0.6010
H 1.4090 -3.8682 1.5686
H -3.3973 3.2710 1.6647
H -2.0966 5.2954 0.9171
H 0.3381 5.0143 0.4033
H 1.3513 2.7763 0.6888
O 0.1570 -1.3196 -3.0966
C 0.3068 -0.7344 -1.8493
O -0.1224 -1.3767 -0.8072
C 1.7827 -0.2798 -1.7450
C 2.6474 -0.1368 -2.8283
C 3.9499 0.2489 -2.5848
C 4.3692 0.4935 -1.2765
C 3.4452 0.3368 -0.2672
N 2.1930 -0.0420 -0.5051
C 3.7033 0.5347 1.2166
O 4.8936 1.0128 1.5889
O 2.8716 0.2773 2.0520
H -0.7971 -1.5153 -3.1467
H 2.2839 -0.3420 -3.8242
H 4.6508 0.3562 -3.4019
H 5.3968 0.7813 -1.0903
H 5.4484 1.1828 0.8147
C -2.1666 2.1756 -2.0251
C -1.6721 0.7661 -2.1571
O -2.3949 -0.1548 -2.4657
O -0.3629 0.6651 -1.8787
H -3.1712 2.1605 -1.6082
H -2.2179 2.6176 -3.0212
H -1.5017 2.7766 -1.4083



(3)
Molecular formula: C24H20CaClN4O4P
Method: DFT, ωB97M-V with the def2-TZVPD basis set

The energy above the lowest of the compared OMol25 structures with the same formula, charge and spin is 0.0 kcal/mol. Its multiplicity is 1. The HOMO-LUMO gap comes out at 8.10 eV.

Positions of all 55 atoms, in Å:
Ca 0.1399 -1.0380 -1.4837
C 7.1097 -0.2910 0.8868
C 6.1191 -0.4777 1.8414
C 4.7823 -0.3678 1.4878
C 4.4236 -0.0763 0.1736
C 5.4246 0.0966 -0.7801
C 6.7617 -0.0019 -0.4246
P 2.6974 0.1154 -0.3883
C 1.7830 -0.8328 0.8929
C 1.7221 -2.2202 0.7273
C 0.9960 -3.0096 1.6098
C 0.3319 -2.4213 2.6753
C 0.3939 -1.0444 2.8543
C 1.1069 -0.2534 1.9663
C 2.2966 1.8434 0.0279
C 3.1692 2.6730 0.6811
C 2.8316 4.0232 0.9221
C 1.6351 4.5151 0.4931
C 0.7140 3.6847 -0.1965
C -0.5218 4.1967 -0.6673
C -1.3853 3.3805 -1.3375
C -1.0600 2.0142 -1.5323
C 0.1191 1.4298 -1.0994
C 1.0284 2.3216 -0.4340
H 8.1522 -0.3788 1.1641
H 6.3877 -0.7096 2.8640
H 4.0149 -0.5124 2.2387
H 5.1525 0.3045 -1.8085
H 7.5299 0.1353 -1.1743
H 2.2472 -2.6935 -0.1002
H 0.9441 -4.0784 1.4506
H -0.2426 -3.0311 3.3602
H -0.1259 -0.5843 3.6859
H 1.1430 0.8210 2.1001
H 4.1310 2.3025 1.0134
H 3.5337 4.6639 1.4404
H 1.3750 5.5543 0.6624
H -0.7536 5.2432 -0.5023
H -2.3238 3.7715 -1.7140
H -1.8131 1.4106 -2.0402
N -3.0559 1.3476 3.4428
C -2.4844 0.8991 2.3079
N -1.6600 1.7134 1.6458
N -2.7818 -0.3373 1.9464
C -2.2759 -0.7886 0.8324
N -1.8676 -1.1980 -0.1743
H -2.7773 2.2123 3.8668
H -3.6132 0.6989 3.9686
H -1.5730 2.6836 1.8948
H -1.2708 1.4478 0.7434
O 2.1935 -4.1265 -2.3703
Cl 1.0157 -3.5314 -2.9041
O 0.5236 -4.2249 -4.0375
O 1.2931 -2.1219 -3.2523
O -0.0118 -3.4471 -1.8547



(4)
Molecular formula: C47H67N3O24
Method: DFT, ωB97M-V with the def2-TZVPD basis set

Its structure (SMILES) is [H]/N=C(/C)Cc1cnc2c(CCCC)cccc2n1.C[C@@H]1COC(=O)O1.C[C@@H]1COC(=O)O1.C[C@@H]1COC(=O)O1.C[C@@H]1COC(=O)O1.C[C@@H]1COC(=O)O1.C[C@@H]1COC(=O)O1.C[C@@H]1COC(=O)O1.C[C@@H]1COC(=O)O1. Its multiplicity is 1. The HOMO-LUMO gap comes out at 8.63 eV.

Positions of all 141 atoms, in Å:
C 5.8769 -3.0186 2.6770
C 5.5594 -2.0264 3.8321
C 4.0636 -1.6290 3.8734
C 3.8005 -0.5561 2.7643
C 2.5208 0.1744 3.1472
C 2.5717 1.3609 3.7808
C 1.3673 2.0221 4.1739
C 0.1983 1.4308 3.8767
C 0.1046 0.1885 3.2101
N -1.1382 -0.3346 2.9888
C -1.1058 -1.4986 2.3805
C -2.4360 -2.2029 2.1272
C -2.8275 -2.8487 3.4694
C -3.4938 -1.9645 4.5041
N -2.5884 -4.0660 3.7533
C 0.0999 -2.1251 1.9545
N 1.3017 -1.6468 2.1519
C 1.2757 -0.4628 2.8197
H 6.4630 -3.8823 3.0099
H 6.4869 -2.4897 1.9360
H 4.9562 -3.3165 2.1622
H 5.9054 -2.4222 4.7954
H 6.1304 -1.1041 3.6645
H 3.4481 -2.5126 3.6662
H 3.8228 -1.2059 4.8565
H 4.6478 0.1244 2.6487
H 3.6196 -1.1137 1.8403
H 3.5458 1.8017 3.9855
H 1.3766 2.9695 4.7043
H -0.7296 1.9293 4.1596
H -2.3244 -2.9965 1.3860
H -3.1914 -1.4821 1.7998
H -3.9104 -2.5549 5.3244
H -2.7362 -1.2723 4.8920
H -4.3238 -1.4016 4.0587
H -2.1206 -4.4843 2.9425
H 0.0167 -3.0819 1.4351
C -5.3058 -6.6211 -2.1108
C -4.5503 -5.4203 -1.5992
C -3.9205 -5.6175 -0.2453
O -3.8943 -4.2769 0.2691
C -4.9153 -3.6030 -0.3252
O -5.3006 -2.5291 0.0140
O -5.4396 -4.3146 -1.3454
H -4.6419 -7.4776 -2.2258
H -6.1189 -6.8881 -1.4329
H -5.7604 -6.4005 -3.0773
H -3.8143 -5.0963 -2.3400
H -2.9145 -6.0279 -0.3047
H -4.5204 -6.2359 0.4276
C 11.8209 -2.9150 2.0318
C 10.3777 -2.6190 2.3588
C 9.5651 -2.1246 1.1893
O 8.5649 -1.3264 1.8301
C 9.1014 -0.8777 2.9974
O 8.6150 -0.0391 3.6816
O 10.2686 -1.5174 3.2715
H 11.8973 -3.6990 1.2780
H 12.3277 -2.0201 1.6675
H 12.3544 -3.2378 2.9261
H 9.9107 -3.4909 2.8264
H 9.1067 -2.9334 0.6231
H 10.1331 -1.4871 0.5070
C -3.9348 -4.1301 -7.9218
C -3.9154 -3.9148 -6.4290
C -2.9424 -2.8617 -5.9657
O -2.6265 -3.3094 -4.6396
C -2.7980 -4.6528 -4.6204
O -2.4429 -5.3621 -3.7293
O -3.4255 -5.0809 -5.7394
H -4.2298 -3.2193 -8.4427
H -2.9539 -4.4447 -8.2818
H -4.6358 -4.9233 -8.1819
H -4.9258 -3.7095 -6.0650
H -3.3771 -1.8648 -5.9436
H -2.0209 -2.8380 -6.5525
C 0.9208 1.8398 0.1449
C 0.4172 3.2126 -0.2088
C -0.5440 3.8045 0.7898
O -1.3343 4.6756 -0.0385
C -1.3117 4.1599 -1.2895
O -2.0146 4.5179 -2.1845
O -0.3911 3.1791 -1.3986
H 1.4692 1.8509 1.0882
H 0.0953 1.1271 0.2231
H 1.5794 1.4706 -0.6331
H 1.2605 3.8842 -0.3946
H -0.0453 4.3658 1.5766
H -1.2054 3.0627 1.2445
C -4.3065 1.9405 -1.7804
C -5.7891 1.6767 -1.7145
C -6.1511 0.2298 -1.5095
O -7.4389 0.1501 -2.1347
C -7.4793 1.1116 -3.0923
O -8.3230 1.1989 -3.9243
O -6.4226 1.9582 -2.9734
H -3.8176 1.6497 -0.8487
H -3.8504 1.3935 -2.6077
H -4.1153 2.9970 -1.9596
H -6.2513 2.3141 -0.9546
H -6.2140 -0.0454 -0.4600
H -5.4756 -0.4617 -2.0182
C 3.4379 -1.7136 -5.1233
C 2.8939 -1.1594 -3.8295
C 1.7973 -0.1403 -4.0038
O 1.9391 0.6640 -2.8273
C 3.2434 0.5814 -2.4461
O 3.7479 1.2727 -1.6228
O 3.8896 -0.3947 -3.1340
H 2.6578 -2.2258 -5.6869
H 3.8586 -0.9179 -5.7401
H 4.2450 -2.4191 -4.9247
H 2.5773 -1.9756 -3.1735
H 0.8070 -0.5894 -4.0445
H 1.9368 0.4987 -4.8793
C 0.7797 6.6876 8.4925
C -0.0731 5.4596 8.2883
C 0.7098 4.1862 8.0886
O -0.1862 3.4037 7.2926
C -0.9669 4.2715 6.5968
O -1.6844 3.9614 5.7030
O -0.8119 5.5394 7.0595
H 1.3986 6.5890 9.3846
H 1.4243 6.8607 7.6293
H 0.1519 7.5724 8.5998
H -0.7918 5.3596 9.1068
H 0.9375 3.6788 9.0236
H 1.6357 4.3338 7.5263
C -3.2860 7.7669 -5.4549
C -3.3198 6.2592 -5.4997
C -1.9694 5.6052 -5.3776
O -2.1636 4.3771 -6.0904
C -3.1375 4.5974 -7.0100
O -3.4109 3.8499 -7.8927
O -3.7535 5.7876 -6.7874
H -2.8812 8.1189 -4.5058
H -2.6811 8.1664 -6.2708
H -4.2902 8.1734 -5.5783
H -4.0156 5.8760 -4.7482
H -1.6890 5.4134 -4.3446
H -1.1699 6.1670 -5.8692



- Look up the multiplicity of the third one.
  1



- What is the formula in the first record?
  C20H36F7O8P



Please write out number 1 again, unchanged.
Molecular formula: C20H36F7O8P
Method: DFT, ωB97M-V with the def2-TZVPD basis set

Its structure (SMILES) is CCOP(=O)(CC[C@@]1(C(F)(F)C(F)(F)C(F)(F)F)COC(=O)O1)OCC.CCOCC.CCOCC. Its multiplicity is 1. The HOMO-LUMO gap comes out at 10.13 eV.

Positions of all 72 atoms, in Å:
C 4.7967 0.2503 -0.1400
C 3.4937 -0.5801 -0.0675
O 2.5664 -0.2083 -1.1112
P 1.6519 1.0791 -0.7200
O 2.1263 1.7098 0.5136
C -0.0439 0.4428 -0.4146
C -0.6801 1.0075 0.8815
C -2.2166 1.2644 0.7653
C -3.1178 0.0320 0.5496
F -3.6699 -0.2559 1.7381
F -2.4063 -1.0756 0.2232
C -4.2076 0.1754 -0.5364
F -3.7147 0.5926 -1.6871
F -5.1063 1.0440 -0.0601
C -5.0014 -1.1577 -0.8405
F -4.4888 -1.7147 -1.9201
F -5.0290 -1.9984 0.1588
F -6.2487 -0.8385 -1.1475
C -2.5199 2.0433 2.0718
O -3.6459 2.8216 1.6333
C -3.2067 3.3103 0.4255
O -3.4636 4.3082 -0.0596
O -2.3370 2.3706 -0.1286
O 1.7640 2.1018 -2.0092
C 0.5689 2.8859 -2.2027
C 0.3943 4.0119 -1.1292
H 5.6653 -0.3410 0.1739
H 4.6997 1.0977 0.5516
H 4.9270 0.6531 -1.1512
H 3.7853 -1.6186 -0.2923
H 3.0513 -0.6004 0.9339
H -0.7405 0.5583 -1.2554
H 0.0697 -0.6423 -0.2714
H -0.4816 0.3434 1.7369
H -0.2358 1.9670 1.1591
H -2.5805 1.4861 3.0112
H -1.7650 2.8148 2.3013
H 0.7202 3.4176 -3.1520
H -0.3425 2.2913 -2.3396
H 1.0221 3.8266 -0.2521
H -0.6765 4.0660 -0.9003
H 0.6758 4.9725 -1.5785
C 5.1460 -2.5305 -5.7318
C 5.3679 -1.8968 -4.3685
O 5.7100 -0.5240 -4.4246
C 4.7586 0.3357 -5.0309
C 3.4061 0.3322 -4.3406
H 6.0364 -2.4183 -6.3536
H 4.9244 -3.5936 -5.6239
H 4.3138 -2.0696 -6.2657
H 6.2035 -2.3972 -3.8767
H 4.4947 -2.0448 -3.7230
H 4.6555 0.0962 -6.0955
H 5.1821 1.3401 -4.9817
H 2.9386 -0.6537 -4.3723
H 2.7316 1.0383 -4.8284
H 3.4987 0.6164 -3.2966
C -2.0471 -2.8595 6.8593
C -2.5118 -1.5095 6.3403
O -2.1685 -1.2685 4.9858
C -2.6915 -2.1803 4.0328
C -4.2096 -2.2375 4.0067
H -0.9651 -2.9575 6.7510
H -2.3060 -2.9691 7.9134
H -2.5065 -3.6863 6.3159
H -2.0295 -0.7213 6.9198
H -3.5902 -1.3855 6.4866
H -2.2657 -3.1775 4.1886
H -2.3316 -1.8410 3.0613
H -4.6237 -2.5804 4.9559
H -4.5484 -2.9222 3.2277
H -4.6247 -1.2487 3.8069